[1]
A molecular structure, C36H46ClCsGe2N11O6S in a non-equilibrium geometry. Source: the Open Molecules 2025 dataset; level of theory: wB97M-V/def2-TZVPD.

```
104
C36H46ClCsGe2N11O6S (wB97M-V/def2-TZVPD)
Cs -1.42826 -0.17860 0.50986
C 3.24629 -4.10247 -1.12386
C 2.26339 -2.97316 -1.00426
N 2.35488 -2.00731 -0.18000
N 3.56454 -1.87469 0.50111
C 3.52279 -2.04975 1.78588
N 4.72010 -1.77563 2.45308
S 2.23851 -2.68482 2.77064
C 1.10584 -2.94457 -1.95805
C 0.62949 -4.11635 -2.54106
C -0.41584 -4.04584 -3.44850
C -0.93526 -2.80556 -3.76829
C -0.39335 -1.69083 -3.14093
N 0.59262 -1.74340 -2.25176
H 4.13689 -3.86667 -0.54672
H 3.51597 -4.28910 -2.16541
H 2.81773 -5.02605 -0.72439
H 5.27025 -1.05991 1.99973
H 4.59040 -1.65256 3.44291
H 1.06326 -5.06883 -2.26807
H -0.81525 -4.94745 -3.89695
H -1.75100 -2.68707 -4.46940
H -0.78373 -0.70415 -3.36937
N -0.66156 -1.85540 3.01453
N -1.42811 -1.34192 4.07175
C -2.65847 -0.86476 3.81936
N -3.39328 -0.42720 4.86497
N -3.05640 -0.95358 2.55445
N -4.18490 -0.28615 2.15165
O -4.51301 -0.52691 1.00806
O -4.77038 0.53264 2.87073
H -0.91549 -2.82523 2.85131
H 0.34165 -1.80665 3.20643
H -1.17556 -1.54320 5.02695
H -2.91800 -0.22469 5.72749
H -4.17990 0.14987 4.60508
O -5.64615 -1.49421 -3.83821
C -5.57183 -2.55017 -3.05931
O -6.38983 -3.44210 -3.10064
C -4.42497 -2.61226 -2.09973
C -4.12387 -3.73212 -1.34841
Cl -4.82884 -5.28381 -1.37923
N -3.03716 -3.45608 -0.59094
N -2.59366 -2.21001 -0.83629
C -3.41609 -1.68174 -1.72552
C -3.18715 -0.24610 -2.21137
O -3.73556 0.04952 -3.29763
O -2.46903 0.48861 -1.50911
C -2.33784 -4.23883 0.37878
C -3.01897 -5.11600 1.21305
C -2.30343 -5.86126 2.14005
C -0.92697 -5.72495 2.24506
C -0.25903 -4.81441 1.43635
C -0.96721 -4.05956 0.51334
H -4.88621 -0.83725 -3.64427
H -4.09230 -5.20635 1.15429
H -2.83770 -6.54675 2.78595
H -0.37504 -6.30942 2.97057
H 0.80355 -4.63534 1.54545
H -0.45484 -3.32320 -0.08706
C 2.81478 2.31596 3.03915
C 1.46480 1.65102 2.78206
Ge 0.38834 2.59715 1.42609
C -1.42037 2.88566 2.19208
C -1.30797 3.81169 3.40285
C 1.13744 4.36357 0.96781
C 1.50333 4.30681 -0.32914
Ge 1.07597 2.44378 -0.90365
C 2.60103 1.21347 -1.03684
C 3.79444 1.65312 -1.87999
C -0.11603 2.34378 -2.44822
C 0.41151 3.09201 -3.67193
C 2.07561 5.44535 -1.08376
C 2.86223 5.22590 -2.21279
C 3.42456 6.28313 -2.91390
C 3.19360 7.58903 -2.50968
C 2.39372 7.82634 -1.39856
C 1.84135 6.76784 -0.69688
H 3.39645 1.76492 3.78205
H 2.70012 3.34372 3.39276
H 3.41184 2.36324 2.12535
H 0.87595 1.59703 3.70337
H 1.62291 0.61585 2.46057
H -1.89168 1.94598 2.49405
H -2.06035 3.32945 1.42614
H -0.66830 3.38574 4.18021
H -2.28539 4.00512 3.85340
H -0.87957 4.77760 3.12786
H 1.28980 5.25902 1.57238
H 2.19307 0.26947 -1.40798
H 2.92931 0.99288 -0.01778
H 3.51994 1.80565 -2.92782
H 4.57976 0.89329 -1.86047
H 4.23241 2.58564 -1.51452
H -1.10645 2.70203 -2.16780
H -0.25178 1.28591 -2.67645
H 0.53283 4.15887 -3.47591
H -0.27639 2.98787 -4.51456
H 1.38282 2.70971 -3.99787
H 3.04205 4.21091 -2.54531
H 4.03858 6.08128 -3.78298
H 3.62129 8.41737 -3.06053
H 2.19174 8.84275 -1.08281
H 1.20401 6.96482 0.15584
```

Results
HOMO energy in eV: -4.95
ΔE to the lowest compared entry with this formula, charge and spin in kcal per mole: 44.50
Total charge: -1



[2]
A molecular structure, C36H46ClN9OPPrS in a non-equilibrium geometry. Source: the Open Molecules 2025 dataset; level of theory: wB97M-V/def2-TZVPD.

```
96
C36H46ClN9OPPrS (wB97M-V/def2-TZVPD)
Pr -0.14568 0.09798 -0.25367
C 0.38232 2.73215 0.13544
C -0.36389 2.46473 1.31127
C -1.72598 2.62063 1.00932
C -1.83328 2.97634 -0.33911
C -0.54759 3.05482 -0.88106
H 1.44386 2.95032 0.09262
H 0.03639 2.35276 2.31093
H -2.53939 2.55038 1.71898
H -2.74718 3.21249 -0.86321
H -0.29789 3.45101 -1.85599
C 4.09320 -0.85636 -4.22743
N 3.16612 0.00914 -3.55727
C 2.31551 0.89294 -4.14437
C 1.60026 1.46963 -3.13284
N 1.99321 0.95685 -1.94019
C 2.92787 0.06732 -2.22164
P 3.99016 -0.80547 -1.02752
C 3.79563 0.41172 0.31676
N 2.68018 0.71892 0.94726
C 3.02740 1.63139 1.88678
C 4.37018 1.88327 1.82270
N 4.85700 1.10058 0.82042
C 6.22352 1.01134 0.38102
C 2.87040 -2.05685 -0.31337
N 1.70626 -1.86003 0.27527
C 1.35531 -3.05519 0.81496
C 2.31935 -3.98641 0.54618
N 3.28128 -3.34863 -0.17104
C 4.50839 -3.92195 -0.65000
H 3.92829 -0.79889 -5.30120
H 5.12306 -0.56393 -4.00886
H 3.94280 -1.88588 -3.90397
H 2.28195 1.02889 -5.20532
H 0.83477 2.21819 -3.19647
H 2.30090 2.06336 2.54633
H 4.99854 2.53416 2.39416
H 6.82257 1.76313 0.89291
H 6.63439 0.02384 0.60797
H 6.28389 1.17778 -0.69564
H 0.44306 -3.18781 1.36267
H 2.39762 -5.02280 0.81265
H 4.49472 -4.99646 -0.47732
H 4.62903 -3.73876 -1.71776
H 5.36433 -3.49358 -0.12437
C -0.10148 -2.91902 6.66022
C -0.85088 -1.59552 6.45433
C -0.20850 -0.48946 7.30208
C -2.29728 -1.78218 6.91746
C -0.75136 -1.21072 4.99025
C 0.49942 -1.01571 4.39727
C 0.56837 -0.67856 3.06318
N -0.49046 -0.49184 2.28265
C -1.70597 -0.66987 2.82829
C -1.85057 -1.03596 4.17292
C -2.86119 -0.45910 1.94763
C -4.16445 -0.74846 2.37002
C -5.24256 -0.52784 1.53435
C -4.94774 -0.05376 0.25043
C -3.63589 0.17848 -0.10663
N -2.60107 0.01012 0.71503
C -6.67686 -0.80057 1.94688
C -7.22471 -1.93036 1.06599
C -6.80050 -1.22276 3.41378
C -7.51214 0.46996 1.74130
H -0.16253 -3.22856 7.70151
H 0.94709 -2.82412 6.39229
H -0.54331 -3.69577 6.03991
H -0.27248 -0.74352 8.35799
H -0.72443 0.45467 7.14114
H 0.83829 -0.35207 7.04648
H -2.30977 -2.07108 7.96638
H -2.78881 -2.56682 6.34756
H -2.86201 -0.85808 6.81744
H 1.41256 -1.11665 4.96042
H 1.53038 -0.54199 2.58614
H -2.83384 -1.17627 4.58006
H -4.32312 -1.17473 3.34310
H -5.73180 0.12187 -0.46861
H -3.38282 0.52219 -1.10546
H -6.62805 -2.83010 1.19835
H -7.19487 -1.65361 0.01546
H -8.25517 -2.15044 1.33633
H -6.27180 -2.15483 3.59998
H -7.84935 -1.37997 3.65681
H -6.41269 -0.45155 4.07632
H -7.53034 0.76660 0.69670
H -7.10018 1.29209 2.32274
H -8.53661 0.29555 2.06392
Cl -2.10640 -3.09729 1.07054
C -1.43645 -2.33399 -0.42586
H -2.30748 -2.32607 -1.10745
H -0.76907 -3.12198 -0.81372
O 0.62129 -1.41364 -2.42220
S -0.52690 -0.77678 -3.17572
N -1.21081 0.26686 -2.39744
```

Results
HOMO energy (alpha / beta) in eV: -5.99 / -6.11
Spin multiplicity: 3



[3]
A molecular structure, C36H46N11O3S2SiTl. Source: the Open Molecules 2025 dataset; level of theory: wB97M-V/def2-TZVPD.

```
100
C36H46N11O3S2SiTl (wB97M-V/def2-TZVPD)
Tl 1.07202 0.66843 -0.39915
C -3.00888 4.64135 -1.03526
N -2.22446 3.63388 -0.34085
C -1.67758 2.51783 -0.81619
N -1.05079 1.87939 0.15908
C -1.26119 2.67676 1.24072
N -1.97649 3.74126 0.98002
C -4.44715 4.23942 -1.27772
C -5.29041 5.14596 -1.91409
C -6.61560 4.82268 -2.15634
C -7.11571 3.58677 -1.77599
C -6.27405 2.67940 -1.14588
C -4.94433 3.00799 -0.89025
C -6.78521 1.37569 -0.73644
N -8.00536 0.98004 -0.62888
N -7.95911 -0.32903 -0.18931
C -6.71497 -0.62868 -0.05921
O -5.89893 0.40407 -0.39105
C -6.12097 -1.87735 0.40815
C -6.91251 -2.79743 1.08259
C -6.34066 -3.96734 1.55793
C -4.99157 -4.21143 1.36518
C -4.19889 -3.29776 0.67470
C -2.73880 -3.65103 0.49323
N -1.95355 -2.71223 -0.29517
C -1.59296 -1.45541 -0.03464
N -0.83348 -0.99628 -1.01558
C -0.76673 -2.04236 -1.87921
N -1.43376 -3.09681 -1.48248
C -4.76675 -2.13208 0.19187
H -2.51201 4.86290 -1.98089
H -2.95589 5.53475 -0.41525
H -1.73024 2.22228 -1.85155
H -0.86110 2.47126 2.21953
H -4.90948 6.11403 -2.21786
H -7.26219 5.53640 -2.64778
H -8.14606 3.31702 -1.96197
H -4.31593 2.29290 -0.37647
H -7.96149 -2.58369 1.23424
H -6.94877 -4.68834 2.08647
H -4.55266 -5.12716 1.74461
H -2.64316 -4.60092 -0.03106
H -2.26146 -3.76401 1.47027
H -1.89734 -0.90642 0.84185
H -0.21426 -2.02205 -2.80316
H -4.18248 -1.41105 -0.36431
C 1.87988 5.49155 -0.33791
Si 2.69377 3.82335 -0.13799
C 4.28639 3.79932 -1.15127
C 3.11313 3.53565 1.66807
O 1.59597 2.71617 -0.66509
H 2.51803 6.30707 0.01055
H 0.95133 5.54044 0.23492
H 1.64352 5.68731 -1.38551
H 4.72422 4.80095 -1.14140
H 4.07711 3.54299 -2.19209
H 5.04269 3.11133 -0.76410
H 3.86856 4.25033 2.00554
H 3.48507 2.52949 1.87580
H 2.22687 3.68522 2.28894
C 1.31733 -5.58192 -1.53052
C 1.82577 -5.03019 -0.19061
C 0.82401 -5.34710 0.92750
C 3.20820 -5.60113 0.14433
C 1.93205 -3.56491 -0.31230
N 2.00057 -2.42294 -0.43637
H 1.22453 -6.66528 -1.45095
H 2.01608 -5.35708 -2.33613
H 0.34233 -5.16611 -1.78152
H 0.72437 -6.42833 1.02070
H -0.15831 -4.93237 0.69570
H 1.16099 -4.95325 1.88788
H 3.12556 -6.68169 0.25955
H 3.59526 -5.18725 1.07623
H 3.92080 -5.39634 -0.65398
N 8.96465 2.03239 -1.25815
C 8.40085 1.21241 -0.41360
S 9.23217 0.41359 0.81476
C 6.96136 0.91098 -0.53495
C 6.41038 0.66198 -1.78887
C 5.04440 0.43906 -1.86095
N 4.24809 0.45816 -0.79625
C 4.78786 0.66276 0.39848
C 6.14480 0.88870 0.59207
H 9.95836 2.22254 -1.24966
H 8.39604 2.54237 -1.92312
H 7.01680 0.62395 -2.68447
H 4.56991 0.26854 -2.81943
H 4.10034 0.69303 1.23661
H 6.52845 1.11074 1.57883
C 2.97679 -1.56546 2.98615
S 1.46604 -0.62623 3.21798
C 0.32311 -1.96580 2.87891
O 1.37568 0.31286 2.04032
H 3.00836 -2.37101 3.71899
H 3.80715 -0.88661 3.16947
H 3.00180 -1.94831 1.96610
H 0.48168 -2.75796 3.60992
H 0.49615 -2.32280 1.86248
H -0.68389 -1.56873 2.99389
```

Results
HOMO energy (alpha / beta) in eV: -11.89 / -11.89
ΔE to the lowest compared entry with this formula, charge and spin in kcal per mole: 71.27
Total charge: +2